Entry from OMol25: one molecule with the formula C5H7NO2 in a non-equilibrium geometry (ωB97M-V/def2-TZVPD).

```
15
Properties=species:S:1:pos:R:3:forces:R:3
C -1.584 0.336 -0.694 -0.094 -2.180 1.590
C -1.237 -1.021 -0.005 2.192 4.761 -0.463
C -1.748 1.471 -0.061 0.093 2.293 -0.234
C 1.109 -0.054 0.513 2.204 0.935 -0.636
C 2.336 -0.367 -0.364 -0.192 0.008 -0.921
N 0.059 -0.937 0.526 -3.020 -4.179 0.864
O -1.938 -1.957 0.137 -1.185 -1.762 0.126
O 3.384 0.136 -0.104 1.053 0.590 0.791
H -1.887 2.414 -0.785 0.024 -1.932 2.349
H -1.661 1.505 1.074 -0.130 0.457 -1.747
H 0.857 0.956 0.201 -0.373 0.111 0.127
H 1.564 -0.010 1.491 -0.001 0.372 0.516
H 2.351 -0.928 -1.320 -1.044 -0.424 0.215
H 0.131 -1.798 1.106 0.612 0.943 -0.540
H -1.734 0.253 -1.714 -0.138 0.007 -2.037
```
Positions in Å, forces in eV/Å.

For the energy above the lowest of the compared OMol25 structures with the same formula, charge and spin, the calculation gives 193.6 kJ/mol. As for the multiplicity: 1. The total energy comes out at -10881.6104 eV. The value obtained for the largest force on an atom is 5.26 eV Å⁻¹. The calculation puts the HOMO energy at -9.579 eV. The calculation puts the HOMO-LUMO gap at 10.35 eV.

The Mulliken scheme yields these atomic charges, measured in e: -0.376, 0.486, -0.525, -0.304, -0.120, -0.198, -0.547, -0.435, 0.228, 0.284, 0.262, 0.286, 0.369, 0.229, 0.361

---

Entry from OMol25: a 2-piece molecular cluster, C5H7NO3 overall in a non-equilibrium geometry (ωB97M-V/def2-TZVPD).

```
16
Properties=species:S:1:pos:R:3:forces:R:3
C -2.127 -2.114 0.095 0.924 2.588 0.304
C -1.837 -0.957 0.331 -0.239 -0.738 -0.813
C -1.944 1.586 -0.498 -0.014 -2.972 1.316
C -1.513 0.455 0.486 -0.439 2.075 0.407
C 1.452 -0.998 0.177 -1.010 0.022 -3.150
N 2.364 -0.098 0.024 -0.698 0.424 -3.599
O 2.628 0.529 -1.078 -0.021 -1.085 1.950
O 3.121 0.219 1.076 2.029 1.290 1.091
O -0.609 1.130 -0.395 -0.370 -0.441 -0.646
H 3.866 0.815 0.721 -1.782 -1.140 0.214
H -2.181 -3.075 -0.299 -0.359 -1.057 -0.031
H -2.612 1.351 -1.325 0.722 -0.332 -0.241
H -2.175 2.487 -0.027 -0.018 1.592 0.665
H -1.359 0.829 1.533 -0.312 -0.684 -0.941
H 1.137 -1.347 1.090 0.097 -0.642 2.194
H 0.806 -1.336 -0.707 1.489 1.101 1.280
```
Positions in Å, forces in eV/Å.

For the energy above the lowest of the compared OMol25 structures with the same formula, charge and spin, the calculation gives 858.5 kJ/mol. As for the multiplicity: 1. The total energy comes out at -12923.2861 eV. The value obtained for the largest force on an atom is 3.69 eV Å⁻¹. The calculation puts the HOMO energy at -8.893 eV. The calculation puts the HOMO-LUMO gap at 9.70 eV.

The Mulliken scheme yields these atomic charges, measured in e: 0.036, -0.725, -0.422, 0.141, -0.729, 0.756, -0.679, -0.452, -0.273, 0.387, 0.443, 0.270, 0.276, 0.275, 0.402, 0.296

---

Entry from OMol25: one molecule with the formula C5H7NO3 in a non-equilibrium geometry (ωB97M-V/def2-TZVPD).

```
16
Properties=species:S:1:pos:R:3:forces:R:3
C -0.985 0.680 1.248 -0.128 0.081 -0.018
N 0.809 -1.582 -0.341 -0.324 -0.030 -0.575
C -0.198 -0.716 -1.145 0.215 -1.027 -0.026
C 1.237 -0.790 0.596 0.066 0.989 -0.078
C 0.039 0.554 0.146 0.519 -0.039 0.431
C 0.779 1.613 -0.257 -0.155 -0.368 -0.006
O -1.478 -1.216 -0.838 0.306 0.208 -0.006
O 0.088 -0.460 -2.316 0.038 0.279 0.694
O 2.008 -0.694 1.485 -0.582 -0.172 -0.349
H -1.958 -1.161 -1.676 0.083 0.070 0.072
H 1.274 -2.448 -0.596 -0.090 -0.038 -0.027
H -0.683 1.415 1.997 0.000 -0.030 -0.032
H -1.939 0.992 0.820 0.049 0.023 0.012
H -1.174 -0.273 1.742 0.068 0.013 -0.002
H 0.762 2.565 0.264 -0.125 0.066 -0.127
H 1.417 1.521 -1.130 0.060 -0.024 0.038
```
Positions in Å, forces in eV/Å.

For the energy above the lowest of the compared OMol25 structures with the same formula, charge and spin, the calculation gives 404.0 kJ/mol. As for the multiplicity: 1. The total energy comes out at -12927.9966 eV. The value obtained for the largest force on an atom is 1.05 eV Å⁻¹. The calculation puts the HOMO energy (alpha / beta) at -9.267 / -9.267 eV. The calculation puts the HOMO-LUMO gap (alpha / beta) at 7.99 / 7.99 eV.

The Mulliken scheme yields these atomic charges, measured in e: -1.401, -0.097, 0.677, 0.272, 0.762, -0.840, -0.498, -0.674, -0.447, 0.336, 0.240, 0.447, 0.311, 0.310, 0.302, 0.298

---

Entry from OMol25: one molecule with the formula C5H7NOS in a non-equilibrium geometry (ωB97M-V/def2-TZVPD).

```
15
Properties=species:S:1:pos:R:3:forces:R:3
C -0.332 -0.803 1.359 0.683 0.099 0.066
C -0.265 -0.077 -0.094 -0.423 -0.204 2.363
C 1.412 1.153 -0.669 -0.398 0.015 -0.762
C 1.027 -0.321 -0.853 -1.127 0.126 -0.134
C -1.537 -0.528 -0.713 -1.515 0.544 -0.241
H 0.697 -0.907 1.861 -1.421 0.406 -0.834
H -1.052 -0.258 2.069 0.997 -0.775 -1.272
H -0.684 -1.844 1.161 0.140 0.782 0.451
H 0.056 1.742 0.903 0.159 -0.568 -2.013
H 1.608 1.733 -1.583 -0.305 -0.359 0.001
H 2.226 1.371 -0.031 0.971 -0.092 0.962
H -1.558 -1.559 -1.019 0.469 -0.493 -0.212
N 0.073 1.346 -0.088 -0.641 1.268 2.163
O 1.309 -1.275 -1.485 1.280 -0.723 -0.671
S -2.979 0.227 -0.818 1.132 -0.026 0.133
```
Positions in Å, forces in eV/Å.

For the energy above the lowest of the compared OMol25 structures with the same formula, charge and spin, the calculation gives 253.3 kJ/mol. As for the multiplicity: 1. The total energy comes out at -19668.9770 eV. The value obtained for the largest force on an atom is 2.59 eV Å⁻¹. The calculation puts the HOMO energy at -8.712 eV. The calculation puts the HOMO-LUMO gap at 8.48 eV.

The Mulliken scheme yields these atomic charges, measured in e: -1.284, 1.213, -0.420, 0.267, -0.789, 0.320, 0.352, 0.390, 0.313, 0.248, 0.293, 0.306, -0.505, -0.522, -0.182

---

Entry from OMol25: one molecule with the formula C5H7NOS in a non-equilibrium geometry (ωB97M-V/def2-TZVPD).

```
15
Properties=species:S:1:pos:R:3:forces:R:3
C 1.276 -0.312 -1.812 0.891 -2.867 -0.829
C 0.629 0.283 -0.651 -1.283 0.463 0.842
C -0.258 -0.287 0.210 0.544 1.555 -0.949
C -0.826 1.684 1.749 0.726 -2.315 -1.932
C -0.726 -1.643 0.127 0.975 -1.946 0.832
H 2.376 -0.279 -1.707 -0.330 0.148 0.075
H 1.079 0.137 -2.786 -0.326 0.340 0.233
H 1.045 -1.423 -1.928 0.243 1.431 0.051
H 0.820 1.333 -0.508 0.157 0.144 0.227
H -1.468 -0.272 1.825 0.130 0.038 -0.262
H -1.405 1.846 2.612 -0.915 -0.398 1.053
H -0.138 -2.305 -0.560 -0.894 0.247 0.106
N -0.888 0.348 1.266 -0.171 3.261 1.819
O -1.496 -2.093 0.961 0.036 -0.079 -0.945
S -0.021 2.983 1.202 0.216 -0.023 -0.322
```
Positions in Å, forces in eV/Å.

For the energy above the lowest of the compared OMol25 structures with the same formula, charge and spin, the calculation gives 150.4 kJ/mol. As for the multiplicity: 1. The total energy comes out at -19670.0437 eV. The value obtained for the largest force on an atom is 3.74 eV Å⁻¹. The calculation puts the HOMO energy at -8.689 eV. The calculation puts the HOMO-LUMO gap at 8.42 eV.

The Mulliken scheme yields these atomic charges, measured in e: -1.179, -0.139, 0.736, -0.122, -0.014, 0.284, 0.288, 0.263, 0.157, 0.275, 0.334, 0.207, -0.199, -0.556, -0.335

---

Entry from OMol25: one molecule with the formula C5H7NOS in a non-equilibrium geometry (ωB97M-V/def2-TZVPD).

```
15
Properties=species:S:1:pos:R:3:forces:R:3
C -1.924 -0.625 0.393 -2.365 0.208 0.476
C -0.893 -0.036 -0.512 3.197 1.334 1.636
C -0.279 1.340 -0.232 -2.511 0.237 -1.248
C 1.002 1.258 -0.016 -2.001 -1.962 0.317
C 0.322 -0.906 -0.302 2.299 2.177 0.849
H -1.554 -1.768 0.460 -2.116 2.333 -0.063
H -1.986 -0.123 1.552 0.142 -1.352 -3.581
H -2.872 -0.297 -0.359 1.471 -1.776 3.115
H -1.106 -0.025 -1.544 -0.802 -0.442 -1.260
H -0.820 2.234 -0.483 -0.056 0.281 0.283
H 1.646 1.993 0.151 2.682 2.971 0.529
H 3.432 -0.589 1.148 0.198 -0.142 0.369
N 1.385 -0.050 0.161 2.859 -0.997 -1.024
O 0.451 -2.069 -0.286 -0.294 -2.853 -0.525
S 3.196 -0.337 -0.131 -2.703 -0.016 0.127
```
Positions in Å, forces in eV/Å.

For the energy above the lowest of the compared OMol25 structures with the same formula, charge and spin, the calculation gives 311.6 kJ/mol. As for the multiplicity: 1. The total energy comes out at -19668.3731 eV. The value obtained for the largest force on an atom is 4.04 eV Å⁻¹. The calculation puts the HOMO energy at -8.741 eV. The calculation puts the HOMO-LUMO gap at 9.12 eV.

The Mulliken scheme yields these atomic charges, measured in e: -0.918, 0.541, -0.896, -0.243, 0.029, 0.267, 0.226, 0.262, 0.401, 0.366, 0.602, 0.157, -0.110, -0.539, -0.144

---

Entry from OMol25: one molecule with the formula C5H7NOS in a non-equilibrium geometry (ωB97M-V/def2-TZVPD).

```
15
Properties=species:S:1:pos:R:3:forces:R:3
C 1.703 -0.393 0.409 -0.020 1.108 -1.906
C 0.349 -0.600 -0.285 1.067 -0.042 0.727
C -1.989 0.215 -0.111 -0.292 0.299 -0.015
C -1.334 1.384 -0.181 -1.779 0.939 0.031
C 0.536 0.588 0.632 0.242 -1.416 0.437
H 3.476 0.557 0.068 -0.962 -1.305 -1.229
H 2.605 0.087 -1.352 0.633 0.033 0.875
H 1.949 -0.926 1.288 -0.154 -0.416 0.955
H 0.436 -0.206 -1.310 -0.129 -0.308 0.357
H -3.096 0.234 -0.189 0.990 -0.048 -0.042
H -1.960 2.281 -0.300 0.581 -0.295 -0.059
H 0.193 0.498 1.676 -0.165 -0.085 -0.633
N 2.909 -0.213 -0.407 -0.573 1.244 0.495
O -0.014 1.686 -0.005 0.551 1.112 0.021
S -1.216 -1.356 0.013 0.011 -0.820 -0.015
```
Positions in Å, forces in eV/Å.

For the energy above the lowest of the compared OMol25 structures with the same formula, charge and spin, the calculation gives 352.5 kJ/mol. As for the multiplicity: 1. The total energy comes out at -19667.9490 eV. The value obtained for the largest force on an atom is 2.20 eV Å⁻¹. The calculation puts the HOMO energy at -8.081 eV. The calculation puts the HOMO-LUMO gap at 8.96 eV.

The Mulliken scheme yields these atomic charges, measured in e: -0.183, -0.248, -0.014, -0.459, 0.051, 0.283, 0.282, 0.413, 0.206, 0.315, 0.321, 0.272, -0.638, -0.426, -0.173

---

Entry from OMol25: a 2-piece molecular cluster, C5H7NP overall in a non-equilibrium geometry (ωB97M-V/def2-TZVPD).

```
14
Properties=species:S:1:pos:R:3:forces:R:3
C -0.864 1.800 0.179 -2.908 2.940 0.212
C 0.484 1.693 -0.052 -0.911 -0.713 0.113
C -1.758 0.757 0.313 0.604 0.346 -0.280
C 0.843 0.365 -0.212 2.367 0.708 -0.280
C -1.237 -0.470 0.191 0.381 0.305 0.017
N 0.026 -0.616 -0.068 0.625 -2.584 -0.330
P 1.818 -3.380 -0.592 -0.812 0.956 -0.234
H -1.480 2.734 0.211 1.582 -0.124 0.058
H 1.153 2.532 -0.119 0.131 -0.014 -0.144
H -2.818 0.788 0.416 -0.472 0.788 0.254
H 1.846 0.058 -0.481 0.309 0.365 0.047
H -1.869 -1.258 0.285 -1.371 -2.743 0.178
H 2.046 -2.011 -0.808 0.405 0.038 -0.555
H 1.809 -2.993 0.736 0.067 -0.267 0.944
```
Positions in Å, forces in eV/Å.

For the energy above the lowest of the compared OMol25 structures with the same formula, charge and spin, the calculation gives 116.9 kJ/mol. As for the multiplicity: 1. The total energy comes out at -16066.0979 eV. The value obtained for the largest force on an atom is 4.14 eV Å⁻¹. Its total charge is +1. The calculation puts the HOMO energy (alpha / beta) at -14.237 / -13.736 eV. The calculation puts the HOMO-LUMO gap (alpha / beta) at 6.67 / 5.26 eV.

The Mulliken scheme yields these atomic charges, measured in e: -0.007, -0.916, -0.409, 0.333, -0.308, -0.114, 0.374, 0.306, 0.413, 0.387, 0.231, 0.433, 0.122, 0.155

---

Entry from OMol25: C5H7NS as an isolated structure in a non-equilibrium geometry (ωB97M-V/def2-TZVPD).

```
14
Properties=species:S:1:pos:R:3:forces:R:3
C 0.281 -0.399 -0.334 -0.554 -0.613 -2.070
C -1.172 -0.159 0.113 -0.413 0.028 -1.025
C -1.183 1.397 0.158 -1.512 -0.426 -0.357
C 0.632 0.236 0.957 1.197 1.059 0.924
C -0.606 -0.474 1.502 0.140 -1.499 0.408
H -2.006 -0.730 -0.331 0.400 0.528 0.200
H -1.277 1.864 -0.832 0.516 -0.277 0.064
H -2.080 1.781 0.677 0.532 -0.224 0.316
H 0.697 2.158 0.203 -0.290 -0.132 0.626
H 1.668 0.086 1.310 -0.688 0.528 0.258
H -1.156 -0.082 2.372 0.503 -0.093 -0.260
H -0.349 -1.554 1.558 -0.549 0.549 0.401
N 0.090 1.652 0.867 1.361 -0.236 -0.924
S 1.009 -1.168 -1.588 -0.643 0.809 1.438
```
Positions in Å, forces in eV/Å.

For the energy above the lowest of the compared OMol25 structures with the same formula, charge and spin, the calculation gives 193.6 kJ/mol. As for the multiplicity: 1. The total energy comes out at -17621.6387 eV. The value obtained for the largest force on an atom is 2.23 eV Å⁻¹. The calculation puts the HOMO energy at -8.491 eV. The calculation puts the HOMO-LUMO gap at 8.42 eV.

The Mulliken scheme yields these atomic charges, measured in e: 0.004, -0.244, -0.553, -0.236, -0.519, 0.426, 0.291, 0.293, 0.297, 0.414, 0.300, 0.321, -0.510, -0.284

---

Entry from OMol25: one molecule with the formula C5H7NS2 in a non-equilibrium geometry (ωB97M-V/def2-TZVPD).

```
15
Properties=species:S:1:pos:R:3:forces:R:3
C -0.854 1.301 0.626 -0.512 0.066 0.590
C -0.095 0.045 0.219 0.000 -0.087 -0.022
C -0.604 -0.393 -1.094 -0.289 -0.235 -0.838
C -1.047 -0.736 -2.163 0.445 0.330 0.976
C 1.440 0.296 0.196 0.335 -0.199 -0.096
H -1.930 1.078 0.645 0.343 0.028 -0.200
H -0.584 1.633 1.636 0.143 -0.183 -0.260
H -0.644 2.109 -0.059 -0.028 0.205 -0.196
H 0.082 -1.873 0.955 0.056 -0.162 -0.190
H -0.028 -0.734 2.095 0.057 0.198 0.283
H -1.425 -1.030 -3.110 -0.074 -0.042 -0.103
H 1.450 -1.291 -1.531 0.138 0.048 0.063
N -0.384 -1.009 1.193 -0.103 -0.058 -0.031
S 2.446 -0.724 -0.818 -0.399 0.163 0.131
S 2.178 1.329 1.210 -0.112 -0.071 -0.108
```
Positions in Å, forces in eV/Å.

For the energy above the lowest of the compared OMol25 structures with the same formula, charge and spin, the calculation gives 203.7 kJ/mol. As for the multiplicity: 1. The total energy comes out at -28456.7552 eV. The value obtained for the largest force on an atom is 1.12 eV Å⁻¹. The calculation puts the HOMO energy at -8.807 eV. The calculation puts the HOMO-LUMO gap at 8.47 eV.

The Mulliken scheme yields these atomic charges, measured in e: -1.658, 1.357, -1.281, 0.158, 0.086, 0.417, 0.390, 0.386, 0.305, 0.280, 0.464, 0.127, -0.658, -0.146, -0.226